# C26H31CrN4O6S3

A molecular structure, C26H31CrN4O6S3 (ωB97M-V/def2-TZVPD, OMol25).

Summary:
**Molecular weight**: 643.8 g/mol
**Energy above the lowest of the compared OMol25 structures with the same formula, charge and spin**: 0.000 eV
**Multiplicity**: 4
**Lowest unoccupied orbital energy (alpha / beta)**: 4.27 / 4.27 eV
**<S²>**: 3.776
**Total charge**: -2
**Total energy**: -106645.502 eV

```
71
Properties=species:S:1:pos:R:3:forces:R:3
Cr -0.1950 0.1253 1.4691 -0.1 -0.2 -0.2
S -0.8625 -2.2651 2.2761 0.0 -0.2 0.0
C -0.2801 -1.4603 3.6538 0.0 0.1 0.0
N 0.0892 -0.2163 3.5327 0.0 0.0 0.1
C 0.5464 0.3498 4.6988 0.0 -0.1 0.1
C 0.9973 1.6575 4.8474 0.0 0.0 0.0
C 1.4278 2.0622 6.0971 0.0 0.0 0.0
C 1.4093 1.1914 7.1905 0.0 0.0 0.0
C 0.9526 -0.1097 7.0499 0.0 0.0 0.0
C 0.5217 -0.5229 5.7967 0.0 0.0 0.0
S -0.0993 -2.0755 5.2940 0.0 0.0 0.0
H 0.9775 2.3148 3.9884 0.0 0.0 0.0
H 1.7794 3.0777 6.2317 0.0 0.0 0.0
H 1.7507 1.5359 8.1594 0.0 0.0 0.0
H 0.9323 -0.7865 7.8955 0.0 0.0 0.0
N 1.7381 -2.6260 0.1084 0.0 0.1 0.0
N 2.8785 -1.9487 0.5838 0.0 0.0 0.0
C 2.8722 -0.6166 1.0152 0.0 0.1 0.1
O 3.9624 -0.0418 1.0739 0.0 0.0 -0.1
O 1.7456 -0.1032 1.3435 0.1 -0.1 -0.1
H 1.1956 -2.9171 0.9144 0.0 0.0 0.0
H 1.1361 -1.9679 -0.3851 0.0 0.0 0.0
H 3.7231 -2.1789 0.0892 0.0 0.0 0.0
O -1.7906 2.7890 3.3770 0.0 0.0 0.0
S -1.5952 2.2693 2.0416 0.2 0.0 0.0
O -2.1795 3.0718 0.9908 0.0 0.0 0.0
O -2.0298 0.8090 1.9418 0.0 0.0 0.0
O -0.0912 2.0428 1.7720 -0.1 0.3 0.1
C -1.8047 -3.8282 -3.5725 0.0 0.0 0.0
C -2.1017 -2.9314 -2.3955 0.0 0.0 0.0
C -3.2458 -3.1172 -1.6336 0.0 0.0 0.0
C -3.4861 -2.2667 -0.5531 0.0 0.0 0.0
C -4.7067 -2.4472 0.3132 0.0 0.0 0.0
C -2.5927 -1.2572 -0.2531 0.0 0.0 0.0
C -1.3929 -1.0542 -0.9728 -0.1 0.0 0.0
C -1.2002 -1.9252 -2.0694 0.0 0.0 0.0
N -0.5106 -0.0728 -0.5538 0.2 0.1 0.0
C 0.2519 0.6821 -1.5748 0.0 0.0 0.0
C 0.7178 2.0169 -0.9622 0.0 0.0 0.0
C 1.4645 2.8898 -1.9770 0.0 0.0 0.0
C 0.5460 3.2223 -3.1534 0.0 0.0 0.0
C 0.0836 1.9139 -3.7955 0.0 0.0 0.0
C 1.3012 1.1380 -4.3075 0.0 0.0 0.0
C 2.2508 0.8417 -3.1432 0.0 0.0 0.0
C 2.6998 2.1513 -2.4940 0.0 0.0 0.0
C 1.5346 -0.0154 -2.0927 0.0 0.0 0.0
C -0.6624 1.0690 -2.7585 0.0 0.0 0.0
H -2.5844 -4.5822 -3.6976 0.0 0.0 0.0
H -0.8520 -4.3470 -3.4411 0.0 0.0 0.0
H -1.7374 -3.2551 -4.5013 0.0 0.0 0.0
H -3.9462 -3.9112 -1.8766 0.0 0.0 0.0
H -5.4588 -3.0664 -0.1813 0.0 0.0 0.0
H -5.1561 -1.4841 0.5601 0.0 0.0 0.0
H -4.4356 -2.9256 1.2581 0.0 0.0 0.0
H -2.8192 -0.5783 0.5570 0.0 0.0 0.0
H -0.3184 -1.8450 -2.6858 0.1 0.0 0.0
H 1.3708 1.8219 -0.1114 0.0 0.0 0.0
H -0.1561 2.5493 -0.5839 0.0 0.0 0.0
H 1.7714 3.8130 -1.4749 0.0 0.0 0.0
H 1.0745 3.8435 -3.8890 0.0 0.0 0.0
H -0.3216 3.7880 -2.8000 0.0 0.0 0.0
H -0.5895 2.1289 -4.6344 0.0 0.0 0.0
H 1.8215 1.7193 -5.0797 0.0 0.0 0.0
H 0.9742 0.1987 -4.7694 0.0 0.0 0.0
H 3.1255 0.2951 -3.5141 0.0 0.0 0.0
H 3.2396 2.7727 -3.2213 0.0 0.0 0.0
H 3.3796 1.9349 -1.6647 0.0 0.0 0.0
H 2.2081 -0.1601 -1.2470 0.0 0.0 0.0
H 1.3353 -1.0015 -2.5113 -0.1 0.0 0.0
H -1.0811 0.1888 -3.2473 0.0 0.0 0.0
H -1.5031 1.6326 -2.3412 0.0 0.0 0.0
```
Positions in Å, forces in eV/Å.



# C26H31F2Si2

A gas-phase ion, C26H31F2Si2 (charge +1) at a distorted geometry (ωB97M-V/def2-TZVPD, OMol25).

Summary:
**Molecular weight**: 437.7 g/mol
**Multiplicity**: 1
**Lowest unoccupied orbital energy**: -5.91 eV
**Total charge**: +1
**Total energy**: -48647.467 eV

```
61
Properties=species:S:1:pos:R:3:forces:R:3
C 1.2475 -2.8802 0.1178 -0.1 0.4 -0.1
Si -0.3585 -1.8774 0.1615 0.3 -0.5 1.4
C -0.8799 -1.6985 1.9898 0.4 0.5 -0.4
C -0.0134 -0.1009 -0.6005 -0.6 0.3 -1.7
C 0.0875 0.0059 -2.0567 -0.4 0.3 0.7
C 0.0219 1.2798 -2.7015 0.6 0.0 0.2
C 0.1956 1.3780 -4.0773 -0.1 0.4 0.5
C 0.3547 0.2370 -4.8553 0.1 -0.2 0.3
C 0.3830 -1.0253 -4.2654 0.0 -0.1 0.5
C 0.2261 -1.1490 -2.8972 0.3 0.2 0.8
C -0.2355 1.1062 0.2394 -0.8 0.5 3.4
Si -2.1656 -3.0829 -0.7223 -1.0 -0.7 -1.2
C -1.5709 -4.6973 -1.5877 0.0 0.4 0.2
C -3.4459 -3.6789 0.5755 0.4 0.3 0.1
C -3.0894 -2.0149 -2.0182 0.1 -0.3 0.3
H 2.0074 -2.3102 0.6657 0.0 -0.2 -0.1
H 1.1096 -3.8530 0.6076 0.0 0.3 -0.1
H 1.6075 -3.0476 -0.9014 0.0 -0.1 0.2
H -0.0912 -1.1370 2.5013 -0.2 0.0 0.2
H -1.8356 -1.1721 2.1055 0.2 -0.1 0.0
H -0.9708 -2.6729 2.4839 0.1 0.1 -0.3
H -0.0936 2.1746 -2.0691 0.0 -0.4 -0.6
H 0.2442 2.3454 -4.5594 -0.2 0.0 0.1
H 0.4786 0.3114 -5.9267 0.0 0.1 0.0
H 0.5773 -1.8914 -4.8807 -0.2 -0.1 0.0
H 0.2780 -2.1197 -2.3882 -0.1 0.3 -0.5
H -1.0856 1.8081 -0.0992 1.3 -1.3 0.4
H -0.3288 0.7848 1.3148 -1.5 -0.3 -1.2
H -2.4763 -5.1915 -1.9733 0.2 0.1 0.1
H -0.8881 -4.5391 -2.4329 -0.2 0.0 0.1
H -1.0777 -5.3966 -0.8976 -0.2 0.2 -0.1
H -4.2352 -4.2298 0.0437 0.2 0.2 0.0
H -3.0222 -4.3661 1.3189 0.0 0.1 -0.2
H -3.9323 -2.8687 1.1310 0.1 -0.1 -0.2
H -3.9571 -2.5920 -2.3656 0.1 0.2 0.0
H -3.4578 -1.0748 -1.5905 0.0 -0.2 0.0
H -2.4788 -1.7558 -2.8907 -0.1 -0.1 0.1
F -2.0331 6.5771 2.5703 1.6 -0.7 -0.3
C -1.0184 5.6897 2.2367 -1.8 -0.4 0.3
C -0.5679 5.6472 0.9315 0.5 -0.3 -0.2
C 0.2049 4.5387 0.5133 -0.6 0.8 0.0
C 0.4709 3.4672 1.3703 -0.6 -0.3 0.1
C 0.9444 2.1404 0.7503 1.5 1.0 -1.7
C 2.1287 1.4694 1.4474 -0.9 -0.6 -0.1
C 3.1873 1.0448 0.6553 0.8 -0.9 0.1
C 4.0694 0.0347 1.1001 -0.3 0.8 -0.1
C 3.9260 -0.4332 2.3883 -0.5 -1.7 0.4
F 4.5824 -1.5956 2.7438 -0.2 1.3 -0.2
C 2.9430 0.0345 3.2604 -0.3 0.8 -0.6
C 2.0559 1.0178 2.7812 0.3 -0.5 0.0
C 0.1441 3.6493 2.7376 -0.4 0.0 0.0
C -0.6942 4.6958 3.1623 0.6 0.0 -0.5
H -0.8761 6.4172 0.2210 0.2 -0.2 0.3
H 0.5916 4.5805 -0.5127 -0.3 -0.4 0.3
H 1.2033 2.3269 -0.2947 1.2 1.0 0.3
H 3.3554 1.4346 -0.3496 -0.4 -0.1 0.2
H 4.7886 -0.4055 0.4172 0.1 0.1 0.2
H 2.7839 -0.4035 4.2405 0.3 0.1 -0.1
H 1.2737 1.3890 3.4495 0.3 -0.5 -0.4
H 0.5335 2.9805 3.5137 -0.6 0.2 -0.5
H -1.1259 4.6949 4.1670 0.4 0.2 -0.3
```
Positions in Å, forces in eV/Å.



# C26H31NO6

C26H31NO6 in the gas phase at a distorted geometry (ωB97M-V/def2-TZVPD, OMol25).

Summary:
**Molecular weight**: 453.5 g/mol
**Energy above the lowest of the compared OMol25 structures with the same formula, charge and spin**: 0.031 eV
**Multiplicity**: 1
**Lowest unoccupied orbital energy**: 0.31 eV
**SMILES**: CC[C@@H](C)[C@H](NC(=O)CCc1c(C)c2cc3c4c(oc3c(C)c2oc1=O)CCCC4)C(=O)O
**Total charge**: 0
**Total energy**: -41242.904 eV

```
64
Properties=species:S:1:pos:R:3:forces:R:3
C -3.8867 -3.9539 0.7056 -0.1 0.1 -0.1
H -3.3449 -3.4033 1.4697 0.1 0.0 0.1
C -4.4730 -3.0103 -0.3383 0.3 -0.1 0.0
H -5.1695 -3.5645 -0.9716 -0.1 0.1 0.0
H -5.0376 -2.2237 0.1660 -0.1 0.1 -0.1
C -3.4269 -2.3651 -1.2547 -0.2 0.2 0.1
C -4.1186 -1.5485 -2.3457 0.2 -0.2 0.0
H -4.6613 -2.2092 -3.0176 -0.1 0.0 0.0
H -4.8313 -0.8535 -1.9079 -0.1 0.1 0.0
H -3.4000 -0.9799 -2.9299 0.0 0.1 -0.1
H -2.8314 -3.1581 -1.7207 0.0 0.0 0.0
C -2.4432 -1.4908 -0.4391 0.1 -0.4 0.0
N -3.0931 -0.3571 0.1732 0.0 -0.2 -0.6
C -3.0792 -0.2014 1.5149 -0.4 0.3 0.2
O -2.6256 -1.0481 2.2618 0.1 -0.2 0.3
C -3.7128 1.0769 2.0352 0.1 0.0 0.2
H -4.7716 1.0651 1.7695 0.0 0.0 0.0
H -3.6432 1.0320 3.1224 0.0 -0.1 -0.1
C -3.0590 2.3672 1.4955 0.0 0.0 -0.1
C -1.7000 2.1455 0.8873 0.3 0.1 0.3
C -0.6281 1.6450 1.5520 -0.5 0.3 -0.3
C 0.5651 1.3148 0.8018 0.1 0.1 -0.5
C 1.6229 0.5843 1.3427 0.1 0.0 -0.3
C 2.6983 0.2664 0.5330 -0.1 0.2 -0.5
C 2.7162 0.6787 -0.8209 -0.7 0.1 0.9
C 1.6860 1.3997 -1.3982 0.0 0.0 -0.1
C 0.6140 1.7059 -0.5549 0.7 -0.5 0.5
O -0.4017 2.3950 -1.1275 0.1 0.2 -0.2
C -1.5998 2.5356 -0.5196 -0.5 0.2 -0.1
O -2.5111 3.0230 -1.1525 0.3 -0.2 0.1
C 1.6706 1.8054 -2.8361 0.0 0.0 0.0
H 2.4940 1.3376 -3.3686 0.0 0.0 -0.1
H 0.7203 1.5187 -3.2829 0.0 0.0 -0.1
H 1.7579 2.8873 -2.9219 0.0 0.1 -0.1
O 3.8475 0.2476 -1.4324 0.1 0.1 -0.5
C 4.5575 -0.4292 -0.4816 0.0 -0.3 0.9
C 3.9216 -0.4591 0.7152 0.4 0.0 -0.5
C 4.4780 -1.1349 1.9217 0.0 -0.1 -0.1
C 5.6116 -2.0721 1.4970 0.1 0.2 0.2
C 6.5721 -1.3709 0.5351 -0.1 -0.2 -0.1
H 6.9245 -0.4456 0.9950 0.1 0.0 0.0
H 7.4391 -2.0048 0.3446 0.0 0.1 0.0
C 5.8750 -1.0438 -0.7891 -0.1 0.1 -0.2
H 5.7279 -1.9573 -1.3745 0.0 0.0 0.0
H 6.4780 -0.3625 -1.3931 0.0 0.0 0.0
H 5.1882 -2.9481 1.0017 0.0 -0.1 0.0
H 6.1552 -2.4139 2.3791 0.0 -0.1 0.0
H 4.8568 -0.3809 2.6190 0.0 0.0 0.1
H 3.6935 -1.6933 2.4369 0.0 0.0 0.1
H 1.5977 0.2445 2.3640 0.0 0.0 0.2
C -0.6583 1.3908 3.0245 0.0 -0.1 0.0
H 0.3109 1.6039 3.4686 0.0 0.0 0.1
H -1.4044 2.0167 3.5050 -0.1 0.0 0.1
H -0.9115 0.3494 3.2204 0.0 -0.1 0.1
H -2.9927 3.0989 2.3042 -0.1 0.0 0.0
H -3.6820 2.8044 0.7128 0.1 0.0 0.2
H -3.3683 0.4006 -0.4335 0.0 0.1 0.1
C -1.3066 -1.0401 -1.3353 0.1 0.1 0.1
O -1.3071 -0.0486 -2.0134 -0.1 0.2 -0.1
O -0.2825 -1.8970 -1.3106 0.3 -0.6 0.1
H 0.4282 -1.5991 -1.9021 -0.3 0.2 0.0
H -2.0167 -2.0897 0.3712 -0.1 0.2 -0.2
H -3.2120 -4.6704 0.2415 0.1 -0.1 0.0
H -4.6859 -4.5046 1.1960 0.0 -0.1 0.1
```
Positions in Å, forces in eV/Å.